1.
DFT (the ωB97M-V functional and the def2-TZVPD basis) results for a molecular structure, C23H15CuF5N2PS.

Last column: natural (NBO) charge in e.
CARTESIAN COORDINATES (ANGSTROEM)
Cu: -0.78 -0.01 -0.88  0.696
F: -7.33 -1.81 -3.09  -0.291
C: -6.08 -1.83 -2.62  0.244
C: -5.35 -0.67 -2.52  0.306
F: -5.90 0.49 -2.89  -0.305
C: -4.06 -0.70 -2.03  0.284
F: -3.42 0.48 -1.96  -0.327
C: -3.42 -1.87 -1.63  -0.244
S: -1.78 -2.00 -1.01  -0.443
C: -4.20 -3.02 -1.74  0.310
F: -3.69 -4.21 -1.38  -0.296
C: -5.50 -3.02 -2.23  0.269
F: -6.19 -4.16 -2.31  -0.290
N: 1.43 1.72 0.21  -0.893
P: 1.27 0.00 0.27  0.952
C: 1.08 -0.37 2.04  -0.296
C: 2.08 -0.11 2.98  -0.229
C: 1.85 -0.36 4.32  -0.203
C: 0.63 -0.89 4.73  -0.192
C: -0.36 -1.16 3.81  -0.208
C: -0.14 -0.90 2.46  -0.213
C: 2.98 -0.51 -0.05  -0.273
C: 3.38 -1.79 0.36  -0.225
C: 4.65 -2.25 0.08  -0.200
C: 5.55 -1.45 -0.62  -0.201
C: 5.16 -0.19 -1.04  -0.204
C: 3.88 0.27 -0.76  -0.241
C: 0.50 2.56 -0.35  0.419
C: 0.72 3.94 -0.37  -0.295
C: -0.22 4.75 -0.96  -0.125
C: -1.37 4.20 -1.52  -0.299
C: -1.52 2.83 -1.45  0.079
N: -0.61 2.02 -0.88  -0.586
H: 2.20 2.18 0.68  0.406
H: 3.04 0.28 2.66  0.214
H: 2.63 -0.16 5.05  0.216
H: 0.46 -1.09 5.78  0.217
H: -1.30 -1.58 4.13  0.223
H: -0.91 -1.13 1.73  0.245
H: 2.69 -2.42 0.91  0.226
H: 4.94 -3.24 0.41  0.220
H: 6.54 -1.82 -0.84  0.218
H: 5.85 0.43 -1.59  0.217
H: 3.58 1.25 -1.12  0.216
H: 1.62 4.34 0.06  0.218
H: -0.06 5.82 -0.98  0.223
H: -2.13 4.81 -1.98  0.232
H: -2.39 2.35 -1.85  0.229

Output
Lowest unoccupied orbital energy in eV: 0.21
Highest occupied orbital energy in eV: -7.33

2.
DFT (the ωB97M-V functional and the def2-TZVPD basis) results for 3 unconnected molecules or ions with the total composition C9H24O3 in a non-equilibrium geometry.

Last column: natural (NBO) charge in e.
CARTESIAN COORDINATES (ANGSTROEM)
C: 26.74 -26.12 18.56  -0.656
C: 26.83 -24.80 17.79  0.097
C: 25.76 -23.79 18.23  -0.626
O: 27.98 -24.08 18.28  -0.720
H: 25.79 -26.57 18.28  0.220
H: 26.67 -26.02 19.65  0.214
H: 27.57 -26.73 18.21  0.219
H: 26.81 -24.95 16.71  0.178
H: 26.01 -22.95 17.59  0.222
H: 25.86 -23.54 19.28  0.211
H: 24.72 -24.10 18.06  0.178
H: 28.19 -24.59 19.07  0.464
C: 22.41 -21.55 20.91  -0.627
C: 23.56 -22.49 21.28  0.106
C: 23.62 -22.75 22.79  -0.640
O: 23.48 -23.69 20.54  -0.745
H: 22.42 -21.39 19.83  0.210
H: 22.51 -20.73 21.62  0.212
H: 21.46 -22.00 21.19  0.205
H: 24.47 -21.98 20.95  0.149
H: 23.75 -23.81 23.02  0.227
H: 22.67 -22.56 23.29  0.207
H: 24.43 -22.15 23.18  0.218
H: 23.78 -23.58 19.63  0.476
C: 22.73 -27.26 21.32  -0.620
C: 23.00 -26.97 22.75  0.071
C: 22.00 -26.15 23.43  -0.650
O: 23.00 -28.21 23.44  -0.712
H: 22.88 -26.37 20.71  0.219
H: 21.67 -27.52 21.29  0.197
H: 23.39 -27.97 20.82  0.219
H: 23.93 -26.40 22.79  0.168
H: 21.57 -25.25 23.01  0.230
H: 22.28 -25.87 24.45  0.218
H: 21.04 -26.65 23.58  0.195
H: 22.17 -28.24 23.92  0.465

Output
Lowest unoccupied orbital energy in eV: 0.77
Highest occupied orbital energy in eV: -10.08
ΔE to the lowest compared entry with this formula, charge and spin in kcal per mole: 40.33

3.
DFT (the ωB97M-V functional and the def2-TZVPD basis) results for 3 unconnected molecules or ions with the total composition C13H31NO5 in a non-equilibrium geometry.

Last column: natural (NBO) charge in e.
CARTESIAN COORDINATES (ANGSTROEM)
C: -2.36 -2.58 1.88  -0.652
C: -0.99 -1.91 2.09  0.094
C: -1.18 -0.69 2.91  -0.606
C: -0.06 -2.81 2.86  -0.405
C: 0.51 -3.98 2.19  -0.383
C: 1.17 -3.46 0.81  -0.402
C: 0.33 -2.49 -0.10  0.124
C: 1.33 -1.68 -0.96  -0.628
C: -0.62 -3.27 -1.03  -0.641
N: -0.32 -1.52 0.83  -0.203
O: -1.01 -0.57 0.20  -0.566
H: -2.29 -3.59 1.48  0.203
H: -3.05 -2.57 2.72  0.217
H: -2.69 -2.09 0.96  0.232
H: -0.39 0.06 2.80  0.206
H: -2.07 -0.13 2.61  0.215
H: -1.30 -0.97 3.96  0.216
H: 0.89 -2.35 3.11  0.201
H: -0.38 -3.15 3.85  0.209
H: 1.34 -4.40 2.76  0.208
H: -0.22 -4.78 2.06  0.191
H: 1.42 -4.39 0.30  0.214
H: 2.01 -2.81 1.06  0.203
H: 2.14 -2.15 -1.53  0.216
H: 1.91 -1.07 -0.26  0.204
H: 0.86 -1.02 -1.68  0.223
H: -1.28 -2.69 -1.68  0.221
H: -1.26 -3.96 -0.49  0.205
H: 0.01 -3.82 -1.73  0.209
H: -0.62 0.22 0.56  0.472
O: 3.14 2.83 -0.99  -0.711
C: 2.35 2.25 -0.02  -0.087
C: 1.02 2.87 0.35  -0.096
O: 0.18 2.59 -0.74  -0.753
H: 3.43 2.07 -1.50  0.473
H: 2.17 1.21 -0.30  0.165
H: 2.98 2.14 0.86  0.144
H: 1.08 3.96 0.42  0.165
H: 0.71 2.57 1.35  0.186
H: 0.56 3.02 -1.51  0.499
O: -2.11 4.57 -1.74  -0.720
C: -1.64 4.98 -3.01  -0.084
C: -0.64 3.89 -3.57  -0.099
O: 0.64 4.16 -2.96  -0.753
H: -1.45 4.68 -1.05  0.477
H: -2.56 5.09 -3.59  0.179
H: -1.20 5.98 -3.01  0.159
H: -0.58 4.05 -4.65  0.164
H: -1.00 2.89 -3.36  0.206
H: 1.09 4.83 -3.48  0.486

Output
Lowest unoccupied orbital energy in eV: 0.59
Highest occupied orbital energy in eV: -7.99
ΔE to the lowest compared entry with this formula, charge and spin in kcal per mole: 42.35

4.
DFT (the ωB97M-V functional and the def2-TZVPD basis) results for C4H7NO in the gas phase.

Last column: natural (NBO) charge in e.
CARTESIAN COORDINATES (ANGSTROEM)
C: 0.16 1.70 -0.64  -0.620
C: -0.36 0.33 -0.27  -0.055
C: 0.27 -0.92 -0.77  -0.249
N: 0.46 -0.50 0.60  -0.456
C: -0.12 -1.26 1.62  0.540
O: -0.34 -2.44 1.57  -0.557
H: -0.18 2.46 0.07  0.217
H: -0.20 1.97 -1.64  0.217
H: 1.25 1.69 -0.65  0.222
H: -1.44 0.27 -0.10  0.200
H: -0.35 -1.80 -0.93  0.219
H: 1.16 -0.85 -1.39  0.206
H: -0.31 -0.65 2.53  0.116

Output
Lowest unoccupied orbital energy in eV: 1.01
Highest occupied orbital energy in eV: -9.95
ΔE to the lowest compared entry with this formula, charge and spin in kcal per mole: 38.35

5.
DFT (the ωB97M-V functional and the def2-TZVPD basis) results for 2 unconnected molecules or ions with the total composition C30H30N4O4 in a non-equilibrium geometry.

Last column: natural (NBO) charge in e.
CARTESIAN COORDINATES (ANGSTROEM)
C: 1.95 4.82 0.60  -0.420
N: 1.66 3.43 0.31  -0.456
C: 2.65 2.55 -0.02  0.680
O: 3.85 2.83 -0.13  -0.587
C: 1.99 1.19 -0.26  -0.116
C: 2.62 0.07 0.58  -0.416
C: 4.04 -0.18 0.21  -0.131
C: 4.55 -0.59 -1.01  -0.003
N: 5.93 -0.56 -0.95  -0.526
C: 6.34 -0.16 0.32  0.128
C: 7.61 0.10 0.81  -0.236
C: 7.71 0.59 2.13  -0.215
C: 6.55 0.82 2.90  -0.236
C: 5.27 0.58 2.38  -0.209
C: 5.16 0.08 1.09  -0.009
N: 0.59 1.45 0.07  -0.352
C: -0.34 0.49 -0.03  0.237
C: -1.68 0.66 0.30  -0.395
C: -2.66 -0.31 0.17  0.048
C: -4.03 -0.10 0.55  -0.073
C: -4.95 -1.18 0.50  -0.132
C: -6.28 -1.03 0.87  -0.227
C: -6.75 0.22 1.31  -0.151
C: -5.87 1.30 1.38  -0.223
C: -4.53 1.16 1.00  -0.175
C: 0.33 2.85 0.47  0.336
C: -0.10 2.96 1.94  -0.639
C: -0.65 3.58 -0.46  -0.642
H: 3.01 5.00 0.44  0.261
H: 1.36 5.47 -0.05  0.203
H: 1.70 5.05 1.65  0.200
H: 2.08 0.94 -1.33  0.237
H: 2.57 0.34 1.65  0.220
H: 2.01 -0.84 0.44  0.227
H: 4.00 -0.88 -1.91  0.219
H: 6.55 -0.80 -1.72  0.417
H: 8.48 -0.08 0.18  0.215
H: 8.69 0.79 2.56  0.216
H: 6.65 1.21 3.91  0.213
H: 4.36 0.77 2.95  0.201
H: 0.01 -0.48 -0.41  0.252
H: -1.99 1.62 0.70  0.204
H: -2.35 -1.27 -0.21  0.299
H: -4.57 -2.14 0.15  0.275
H: -6.95 -1.88 0.81  0.229
H: -7.79 0.34 1.61  0.222
H: -6.22 2.27 1.72  0.219
H: -3.87 2.02 1.05  0.198
H: 0.71 2.60 2.59  0.229
H: -0.32 4.01 2.18  0.226
H: -1.00 2.37 2.14  0.227
H: -0.21 3.66 -1.46  0.233
H: -1.60 3.05 -0.54  0.231
H: -0.85 4.59 -0.06  0.227
O: -2.85 -2.89 -0.89  -0.771
C: -3.10 -3.94 -1.52  0.453
C: -2.66 -4.11 -2.92  -0.126
N: -1.56 -3.32 -3.38  0.517
O: -0.72 -2.90 -2.56  -0.434
O: -1.48 -3.11 -4.61  -0.444
C: -3.32 -4.97 -3.79  -0.152
C: -4.25 -5.88 -3.27  -0.330
C: -4.49 -5.93 -1.89  -0.169
C: -3.89 -5.04 -1.02  -0.351
H: -3.07 -4.93 -4.84  0.233
H: -4.77 -6.56 -3.95  0.207
H: -5.16 -6.69 -1.48  0.204
H: -4.06 -5.07 0.05  0.205

Output
Lowest unoccupied orbital energy in eV: -1.99
Highest occupied orbital energy in eV: -6.42
ΔE to the lowest compared entry with this formula, charge and spin in kcal per mole: 134.05

6.
DFT (the ωB97M-V functional and the def2-TZVPD basis) results for a molecular structure, C16H18ClNPb in a non-equilibrium geometry.

Last column: natural (NBO) charge in e.
CARTESIAN COORDINATES (ANGSTROEM)
C: -2.21 -1.45 -1.03  -0.321
C: -1.57 -1.65 -2.31  -0.358
C: -1.34 -0.34 -2.88  -0.282
H: -1.28 -2.61 -2.74  0.258
C: -1.80 0.66 -1.93  -0.345
C: -2.34 -0.03 -0.80  -0.340
H: -2.70 0.43 0.13  0.270
H: -2.45 -2.24 -0.31  0.264
H: -0.86 -0.13 -3.85  0.248
H: -1.69 1.75 -2.03  0.257
Pb: 0.07 -0.51 -0.81  1.749
Cl: 0.25 -2.52 0.60  -0.453
C: 2.46 -0.39 -0.66  -0.359
C: 2.08 0.87 -1.28  -0.340
C: 1.58 0.58 -2.60  -0.324
H: 2.07 1.84 -0.79  0.265
C: 1.67 -0.84 -2.81  -0.344
C: 2.23 -1.44 -1.62  -0.318
H: 2.34 -2.52 -1.43  0.265
H: 2.77 -0.52 0.38  0.270
H: 1.14 1.32 -3.29  0.239
H: 1.32 -1.40 -3.69  0.241
C: 1.88 2.19 1.49  -0.627
C: 0.78 1.36 1.91  0.055
C: 0.31 1.51 3.22  -0.282
C: -0.74 0.68 3.42  -0.301
C: -0.97 -0.06 2.25  0.088
C: -2.02 -1.05 2.33  -0.643
N: -0.04 0.41 1.34  -0.543
H: 2.75 1.60 1.20  0.205
H: 2.23 2.78 2.35  0.235
H: 1.54 2.93 0.77  0.200
H: 0.73 2.21 3.95  0.203
H: -1.31 0.56 4.36  0.207
H: -1.81 -1.70 3.19  0.234
H: -2.98 -0.55 2.49  0.215
H: -2.07 -1.72 1.47  0.214

Output
Lowest unoccupied orbital energy in eV: -2.59
Highest occupied orbital energy in eV: -6.95
ΔE to the lowest compared entry with this formula, charge and spin in kcal per mole: 16.24

7.
DFT (the ωB97M-V functional and the def2-TZVPD basis) results for a molecular structure, C26H27LiN2OSTe in a non-equilibrium geometry.

Last column: Mulliken spin population.
CARTESIAN COORDINATES (ANGSTROEM)
Li: 0.00 0.00 0.00  -0.002
S: -2.09 -3.97 -0.31  0.000
C: -3.09 -2.79 0.44  0.000
C: -2.42 -1.59 0.52  0.000
N: -1.14 -1.59 0.00  0.001
C: -0.85 -2.78 -0.47  0.001
H: -4.08 -3.03 0.78  0.000
H: -2.82 -0.68 0.95  0.000
H: 0.10 -3.02 -0.92  -0.002
C: 5.84 1.63 -7.43  -0.001
C: 5.16 1.37 -6.12  0.001
C: 4.15 0.41 -6.03  0.008
C: 3.50 0.16 -4.81  0.019
C: 2.44 -0.90 -4.75  0.014
C: 3.88 0.89 -3.65  0.173
Te: 2.86 0.50 -1.80  0.167
N: 1.95 0.00 0.00  0.609
C: 2.70 -0.15 1.19  -0.036
O: 3.91 0.03 1.17  0.021
C: 2.03 -0.53 2.46  -0.006
C: 0.64 -0.72 2.51  0.040
C: 0.01 -1.08 3.70  0.001
C: 0.77 -1.26 4.87  -0.003
C: 2.15 -1.07 4.83  0.002
C: 2.78 -0.71 3.64  -0.005
C: 2.05 2.47 -1.63  0.036
C: 2.54 3.29 -0.61  -0.010
C: 2.05 4.58 -0.43  -0.001
C: 1.06 5.08 -1.28  -0.001
C: 0.55 4.27 -2.30  0.001
C: 1.03 2.97 -2.49  -0.004
C: 0.47 2.12 -3.59  -0.004
C: 4.92 1.85 -3.75  -0.038
C: 5.42 2.65 -2.58  0.019
C: 5.54 2.08 -4.99  0.010
H: 5.44 0.99 -8.24  0.000
H: 6.93 1.43 -7.33  0.000
H: 5.70 2.70 -7.72  0.000
H: 3.86 -0.15 -6.91  0.002
H: 2.28 -1.38 -5.74  0.000
H: 1.47 -0.47 -4.42  -0.001
H: 2.74 -1.70 -4.03  0.001
H: 0.03 -0.59 1.62  -0.016
H: -1.06 -1.23 3.73  0.000
H: 0.28 -1.54 5.79  0.000
H: 2.73 -1.21 5.74  0.000
H: 3.85 -0.57 3.64  0.000
H: 3.31 2.92 0.06  -0.001
H: 2.44 5.21 0.36  0.000
H: 0.67 6.08 -1.14  0.000
H: -0.23 4.67 -2.94  0.000
H: -0.33 2.66 -4.15  -0.001
H: 0.03 1.20 -3.17  0.000
H: 1.27 1.87 -4.31  0.000
H: 4.93 2.39 -1.62  0.003
H: 5.26 3.74 -2.77  -0.001
H: 6.50 2.47 -2.44  -0.001
H: 6.33 2.82 -5.06  0.000
H: -0.98 1.36 0.00  0.001

Output
Lowest unoccupied orbital energy (spin up / spin down) in eV: 2.16 / 2.16
2S+1: 2
Expectation value of S²: 0.765
Highest occupied orbital energy (spin up / spin down) in eV: -3.33 / -3.30
Charge: -1

8.
DFT (the ωB97M-V functional and the def2-TZVPD basis) results for a molecular structure, C4H4N2O in a non-equilibrium geometry.

Last column: natural (NBO) charge in e.
CARTESIAN COORDINATES (ANGSTROEM)
C: 0.12 -0.77 0.21  0.361
C: -0.06 0.91 -0.46  -0.146
C: 1.35 -1.25 0.35  -0.479
N: -1.15 -1.10 0.14  -0.518
N: 0.12 1.84 0.44  -0.455
C: -1.54 0.05 -0.48  0.686
O: -2.58 0.58 -0.72  -0.490
H: -0.46 1.66 1.26  0.333
H: 0.49 1.00 -1.39  0.206
H: 2.20 -0.62 0.52  0.245
H: 1.51 -2.30 0.13  0.256

Output
Lowest unoccupied orbital energy (spin up / spin down) in eV: -2.19 / -2.19
Highest occupied orbital energy (spin up / spin down) in eV: -9.50 / -9.50
ΔE to the lowest compared entry with this formula, charge and spin in kcal per mole: 114.15